Molecular formula: C20H31BF4GeIrN3
Method: DFT, the ωB97M-V functional and the def2-TZVPD basis

CARTESIAN COORDINATES (ANGSTROEM)
Ir -0.12272 0.52441 -0.97803
C 1.76455 -1.91481 0.04146
N 2.02715 -0.70652 -0.73632
C 2.55753 -1.07230 -2.04994
C 2.89578 0.19180 -0.02038
C 4.26329 -0.00351 0.03000
C 5.09353 0.92184 0.64267
C 4.54775 2.07100 1.18936
C 3.18034 2.26177 1.18857
C 2.31715 1.29597 0.65069
N 0.94555 1.37154 0.68691
C 0.25492 1.90918 1.72532
C 0.82904 2.29778 2.95324
C 0.09555 2.98131 3.89596
C -1.24040 3.27673 3.66937
C -1.86111 2.79176 2.52910
C -1.14835 2.07835 1.58276
N -1.80051 1.40080 0.48908
C -2.44215 0.18909 1.01191
C -2.77077 2.23135 -0.21671
H 2.69596 -2.42904 0.30538
H 1.15596 -2.59185 -0.55262
H 1.22179 -1.67350 0.95334
H 3.36947 -1.80067 -1.97251
H 2.92313 -0.18336 -2.55941
H 1.76031 -1.52069 -2.63923
H 4.71030 -0.87755 -0.42097
H 6.15869 0.74772 0.66038
H 5.18762 2.82779 1.61777
H 2.76812 3.18487 1.56621
H 1.85944 2.05728 3.16272
H 0.56959 3.28714 4.81649
H -1.81041 3.84172 4.38917
H -2.92162 2.95705 2.40459
H -3.22736 0.43791 1.73295
H -1.70736 -0.43816 1.51304
H -2.88878 -0.38586 0.20439
H -3.65070 2.44977 0.39761
H -3.10836 1.70462 -1.10908
H -2.29915 3.17092 -0.50315
F -1.10707 -1.60243 -0.92873
B -1.56119 -2.78288 -0.16906
F -2.92030 -2.70434 -0.11422
F -1.10022 -3.87615 -0.83391
F -1.00380 -2.66786 1.08123
C 0.04377 2.37755 -5.95056
Ge -0.62797 2.55046 -4.06794
C -2.61901 2.57006 -4.10860
C 0.04627 4.29621 -3.38465
C 0.06865 0.97073 -3.09312
H -0.27927 3.22370 -6.55044
H -0.32004 1.46924 -6.42281
H 1.12943 2.34340 -5.96957
H -2.97104 3.23227 -4.89514
H -3.03711 2.90876 -3.16593
H -2.99898 1.57142 -4.30441
H -0.10769 5.06119 -4.14028
H 1.10723 4.24466 -3.16508
H -0.46234 4.60642 -2.47826
H -0.47695 0.10269 -3.48891
H 1.10709 0.88295 -3.41972

Forces on the atoms, in the same order (eV/Å):
Ir 2.619 0.758 3.629
C -0.436 -0.522 0.318
N -1.175 0.719 -0.878
C 0.161 -0.103 -0.403
C -0.016 0.972 0.590
C 0.128 0.031 -0.163
C 0.004 -0.049 0.018
C 0.065 -0.061 -0.052
C -0.232 -0.082 -0.198
C 1.202 -0.645 -0.419
N -1.525 -1.184 -2.896
C -1.201 0.813 0.669
C 0.046 -0.196 -0.311
C -0.303 0.014 -0.005
C -0.039 0.012 0.025
C -0.042 -0.023 0.026
C 1.164 0.259 0.396
N 0.697 -0.276 -1.569
C -0.369 -0.678 0.125
C -0.382 0.359 -0.346
H 0.069 0.187 -0.083
H -0.079 -0.007 0.063
H 0.013 0.016 -0.050
H 0.041 0.034 0.057
H -0.005 -0.012 0.007
H -0.011 -0.037 0.014
H -0.047 -0.075 -0.108
H 0.072 0.023 0.034
H 0.062 0.069 0.015
H -0.031 -0.018 0.104
H -0.009 0.026 -0.032
H 0.046 0.022 0.076
H -0.059 0.038 0.089
H -0.073 -0.028 -0.057
H 0.074 0.202 -0.002
H 0.021 -0.006 -0.049
H 0.056 0.044 -0.028
H 0.075 -0.039 0.052
H 0.014 0.023 0.067
H -0.012 -0.052 -0.046
F 0.102 0.453 -0.924
B 0.019 0.102 -0.067
F -0.919 -0.011 -0.036
F 0.292 -0.641 -0.422
F 0.388 0.096 0.842
C -0.206 -0.083 0.646
Ge -0.111 0.351 -0.167
C 0.606 -0.070 0.054
C -0.190 -0.588 -0.118
C -0.648 0.072 1.158
H -0.077 0.138 -0.005
H -0.107 -0.122 -0.002
H 0.158 0.038 0.064
H -0.003 0.075 -0.082
H -0.010 0.089 0.134
H -0.039 -0.142 -0.064
H -0.048 0.074 -0.117
H 0.205 -0.058 -0.003
H -0.140 -0.006 0.161
H 0.039 -0.116 -0.067
H 0.110 -0.179 0.336

Values from the calculation:
- Multiplicity: 1
- Highest occupied orbital energy (spin up / spin down): -7.76 / -7.70 eV
- Total charge: 0
- Orbital gap (spin up / spin down): 6.27 / 6.23 eV

Molecular formula: C2H3ClO2
Method: DFT, the ωB97M-V functional and the def2-TZVPD basis

CARTESIAN COORDINATES (ANGSTROEM)
C 0.47196 0.63690 -0.53694
C -1.17978 0.08322 1.40902
O -0.34025 -0.01942 0.36629
O -1.41858 -1.06888 2.07771
Cl -1.20020 1.50650 2.37952
H 0.63055 0.06210 -1.42534
H 0.56095 1.70533 -0.48696
H -0.98718 -1.80214 1.61750

Forces on the atoms, in the same order (eV/Å):
C -1.127 -0.113 1.651
C 0.631 0.675 -1.561
O 0.095 -0.748 -0.036
O 0.281 0.133 0.016
Cl 0.237 -0.070 -0.040
H 0.005 -0.178 -0.111
H -0.121 0.192 0.141
H -0.001 0.110 -0.060

Values from the calculation:
- Multiplicity: 1
- Highest occupied orbital energy (spin up / spin down): -8.11 / -7.37 eV
- Total charge: 0
- Orbital gap (spin up / spin down): 8.52 / 7.74 eV
- Energy relative to the best compared isomer or geometry (same formula, charge and spin): 4.092 eV

Molecular formula: C16H32IrO2P2
Method: DFT, the ωB97M-V functional and the def2-TZVPD basis

CARTESIAN COORDINATES (ANGSTROEM)
P 1.38442 -1.55943 -0.18266
P 2.19964 1.36652 -0.15251
C 0.80923 -0.36648 -1.51028
C 1.91463 0.61438 -1.85216
H -0.11249 0.15653 -1.18816
H 0.47067 -0.94902 -2.36027
H 2.82450 0.12784 -2.21798
H 1.55939 1.38387 -2.55581
C 0.78581 2.57855 -0.30025
H 0.67491 3.01458 0.70893
H -0.13706 2.07365 -0.63113
H 1.00262 3.38396 -1.02596
C 3.60939 2.54293 0.04206
H 4.04089 3.10046 -0.80863
H 4.40419 1.99837 0.58266
H 3.25123 3.33107 0.72166
C 0.27094 -2.92970 -0.62810
H 0.40039 -3.80572 0.02351
H 0.54651 -3.21883 -1.66564
H -0.78694 -2.61784 -0.60648
C 3.00487 -2.16013 -0.82931
H 3.78501 -1.47133 -0.45983
H 3.01889 -2.25828 -1.92420
H 3.17747 -3.14869 -0.37999
Ir 2.18481 -0.27836 1.21388
C -2.69621 1.71430 -0.21311
C -2.96450 1.16678 -1.40039
C -4.28223 0.57239 -1.81029
C -4.80859 -0.50116 -0.82268
C -3.79513 -1.55362 -0.55691
C -2.92366 -1.55548 0.45686
C -2.34166 -0.46868 1.30258
C -2.73125 1.03196 1.15002
C 3.56208 -1.59938 1.97200
H -2.45945 2.78734 -0.17796
H -2.17370 1.12259 -2.16110
H -4.09408 0.13412 -2.81310
H -4.99229 1.40520 -1.94641
H -5.06665 -0.00800 0.11725
H -5.69177 -0.89819 -1.33926
H -3.75524 -2.35598 -1.29757
H -2.56203 -2.53572 0.78099
H -1.24995 -0.58041 1.18724
H -2.52508 -0.73932 2.35497
H -3.66673 1.24415 1.71669
H -1.92435 1.52954 1.71254
H 4.30008 -0.92161 2.44674
H 3.98122 -2.38817 1.32471
H 3.06054 -2.11512 2.82958
O 1.01903 0.29756 2.92393
C 1.87371 1.17913 3.32952
O 3.02403 1.21782 2.80086
H 1.59993 1.90904 4.11896

Forces on the atoms, in the same order (eV/Å):
P -0.520 -1.254 -5.672
P -0.382 4.123 -4.399
C -0.560 -0.836 -0.312
C 0.333 0.513 0.678
H 0.436 -0.218 0.164
H 0.184 -0.124 -0.432
H -0.279 0.071 -0.120
H 0.359 -0.264 0.239
C 0.027 -0.123 0.786
H -0.338 -0.005 -0.518
H 0.351 0.261 0.419
H 0.255 -0.445 0.358
C 0.400 -0.222 0.641
H -0.506 -0.785 -0.071
H -0.178 0.383 -0.331
H 0.004 -0.372 0.014
C -0.312 -0.640 0.761
H -0.098 0.211 -0.193
H -0.123 0.287 0.664
H 0.478 -0.106 -0.060
C -0.168 -0.383 -0.508
H -0.203 -0.485 -0.650
H -0.014 0.059 0.281
H 0.087 0.254 -0.187
Ir 1.077 0.618 7.511
C 0.798 2.121 5.049
C -0.469 -2.635 -4.632
C 1.384 0.822 -1.481
C -0.384 0.040 0.406
C -2.251 0.764 -2.855
C 2.048 0.008 2.935
C -0.781 0.602 -0.759
C 1.101 0.126 0.057
C 0.579 -1.022 1.598
H -0.564 -0.163 0.273
H -0.093 -0.335 0.148
H -0.518 0.072 0.575
H -0.411 -0.600 0.297
H -0.232 -0.041 -0.150
H 0.123 -0.222 0.492
H 0.097 -0.069 0.224
H -0.070 -0.011 -0.164
H -0.031 -0.044 0.111
H 0.126 -0.288 -0.126
H 0.372 -0.115 -0.501
H -0.456 -0.009 0.241
H -0.088 -0.484 -0.536
H -0.032 0.743 0.495
H 0.065 0.334 -0.525
O 0.191 1.030 0.466
C 0.537 -0.378 -0.214
O -1.406 -0.246 -0.222
H 0.056 -0.516 -0.264

Values from the calculation:
- Multiplicity: 6
- Highest occupied orbital energy (spin up / spin down): -12.84 / -16.08 eV
- Total charge: +2
- Orbital gap (spin up / spin down): 6.13 / 5.66 eV
- Energy relative to the best compared isomer or geometry (same formula, charge and spin): 0.000 eV
- <S²>: 8.763

Molecular formula: C22H16IMoN7O8S
Method: DFT, the ωB97M-V functional and the def2-TZVPD basis

CARTESIAN COORDINATES (ANGSTROEM)
Mo 0.26680 0.87417 -0.00687
N -6.08664 -4.24726 1.22444
C -5.08875 -3.55585 0.65306
C -3.76328 -3.67556 1.13735
C -2.74634 -2.98043 0.54725
C -3.01635 -2.13489 -0.53997
C -4.32578 -1.99701 -1.02639
C -5.34411 -2.69456 -0.43977
S -1.75667 -1.30137 -1.30546
O -0.47587 -1.92375 -1.07132
O -2.12503 -0.82804 -2.60004
N -1.47137 0.13531 -0.39103
C -2.26895 1.24330 -0.14881
N -1.40360 2.20940 0.24043
C -1.89052 3.40341 0.58336
C -3.25346 3.60998 0.50355
C -4.04719 2.55462 0.06303
N -3.56128 1.35076 -0.27073
H -5.91189 -4.88844 1.97779
H -7.02385 -4.20094 0.86561
H -3.55802 -4.33680 1.96896
H -1.73150 -3.09913 0.90427
H -4.52238 -1.34915 -1.87008
H -6.35307 -2.60078 -0.82000
H -1.19274 4.16318 0.90823
H -3.68924 4.56178 0.76690
H -5.11995 2.67671 -0.02636
I -0.03107 1.80493 -2.97245
C 1.59307 2.70075 -2.03942
C 2.45505 3.58625 -2.65246
C 3.50913 4.08959 -1.90340
C 3.66808 3.69885 -0.57834
C 2.76731 2.80921 -0.03823
N 1.74409 2.31708 -0.76430
H 2.30813 3.87234 -3.68409
H 4.20454 4.78679 -2.35273
H 4.47768 4.07967 0.02729
H 2.83742 2.47394 0.98838
O 1.20996 -0.33376 3.69829
C 1.30641 -0.17559 2.53335
O 0.46048 0.69030 1.84955
C 2.40418 -0.67716 1.65161
C 3.67446 -0.88596 2.17378
C 4.68564 -1.23172 1.30073
C 4.51102 -1.35099 -0.06711
C 3.24136 -1.12053 -0.54642
C 2.17521 -0.82263 0.28655
N 2.98469 -1.14274 -1.99618
O 3.78831 -1.67332 -2.71085
O 1.95732 -0.57945 -2.35470
N 6.05321 -1.45598 1.85325
O 6.18228 -1.29665 3.04243
O 6.91406 -1.73365 1.05407
H 3.87420 -0.77931 3.23211
H 5.33662 -1.60130 -0.71913
H 1.16820 -1.01761 -0.13901

Forces on the atoms, in the same order (eV/Å):
Mo -0.233 0.676 -0.194
N -0.007 -0.005 0.005
C 0.052 0.048 -0.015
C -0.081 -0.013 -0.008
C 0.111 0.017 0.036
C -0.067 -0.013 -0.030
C -0.013 0.065 -0.050
C -0.014 -0.040 0.044
S 0.037 -0.006 0.035
O -0.041 0.029 -0.026
O -0.005 0.021 -0.079
N 0.011 -0.230 0.205
C 0.072 0.100 -0.101
N 0.110 -0.104 -0.038
C -0.032 -0.049 0.006
C -0.014 0.000 -0.004
C -0.013 0.032 0.013
N 0.018 0.019 0.020
H 0.006 -0.003 0.002
H -0.003 0.002 -0.007
H -0.001 -0.004 -0.009
H -0.013 -0.003 -0.016
H 0.011 -0.018 0.009
H 0.008 -0.010 0.004
H 0.003 0.009 -0.002
H 0.010 -0.004 0.008
H 0.008 -0.020 -0.010
I -0.039 -0.107 0.093
C 0.121 0.083 -0.007
C -0.024 -0.009 -0.014
C 0.032 0.020 0.013
C -0.005 -0.009 -0.005
C 0.008 0.032 -0.013
N -0.234 -0.229 0.097
H -0.003 -0.007 0.000
H -0.008 -0.007 -0.003
H -0.001 0.000 0.001
H 0.011 -0.005 0.027
O -0.063 -0.168 0.001
C 0.198 0.407 0.132
O 0.036 -0.166 -0.082
C -0.057 -0.142 -0.085
C -0.055 -0.003 0.012
C 0.099 -0.091 0.059
C -0.031 0.042 -0.043
C -0.012 0.019 -0.031
C 0.043 -0.043 0.161
N -0.001 -0.125 -0.092
O -0.038 0.050 0.058
O 0.078 0.022 0.009
N 0.054 0.284 -0.053
O -0.024 -0.097 0.030
O -0.024 -0.099 0.006
H -0.008 -0.003 0.000
H 0.004 -0.013 -0.010
H 0.024 -0.130 -0.060

Values from the calculation:
- Multiplicity: 3
- Highest occupied orbital energy (spin up / spin down): -13.27 / -13.28 eV
- Total charge: +2
- Orbital gap (spin up / spin down): 5.27 / 5.06 eV
- Energy relative to the best compared isomer or geometry (same formula, charge and spin): 0.372 eV
- <S²>: 2.022

Max |F| values, unit eV/A, following the record order: 4.54 2.00 7.61 0.74.